Entry 1:
The following is a DFT calculation (ωB97M-V with the def2-TZVPD basis set) of a 2-piece molecular cluster, CH5O3 overall.

The geometry in XYZ format:
```
9
Properties=species:S:1:pos:R:3
O 0.432 -2.170 -0.361
H 0.921 -2.553 -1.109
H -0.010 -2.846 0.160
H 0.319 -1.072 -0.224
O 0.295 0.211 -0.574
C 0.129 1.191 0.155
O -0.959 1.363 0.823
H 1.085 1.679 0.368
H -1.123 2.275 1.106
```

Results
- Net charge: +1
- Calculated total energy: -7252.5675 eV
- Energy relative to the best compared isomer or geometry (same formula, charge and spin): 15.4 kcal/mol
- Molar mass: 65.05 g/mol
- F_max: 2.38 eV Å⁻¹

=====

Entry 2:
The following is a DFT calculation (ωB97M-V with the def2-TZVPD basis set) of a 2-piece molecular cluster, C4H11NOS overall.

The geometry in XYZ format:
```
18
Properties=species:S:1:pos:R:3
C -0.260 -1.520 -1.585
C 1.684 -0.238 -0.470
C -0.512 -0.639 0.790
C 0.227 -0.587 -0.510
N -0.220 1.963 0.699
O -2.540 2.152 3.065
S -0.953 0.855 -0.132
H 0.282 -1.361 -2.517
H -0.117 -2.558 -1.274
H -1.323 -1.367 -1.770
H 2.266 -1.024 0.011
H 1.814 0.684 0.103
H 2.072 -0.084 -1.476
H -1.296 -1.375 0.905
H 0.037 -0.413 1.693
H -2.923 2.994 2.810
H -0.165 2.833 0.188
H -1.742 2.043 2.534
```

Results
- Calculated total energy: -18697.3670 eV
- Energy relative to the best compared isomer or geometry (same formula, charge and spin): 58.8 kcal/mol
- Molar mass: 121.20 g/mol
- F_max: 0.88 eV Å⁻¹

=====

Entry 3:
The following is a DFT calculation (ωB97M-V with the def2-TZVPD basis set) of C3H3O2Rb as an isolated structure.

The geometry in XYZ format:
```
9
Properties=species:S:1:pos:R:3
C -0.394 -0.673 -0.755
C -1.669 -0.305 -0.859
H -0.071 -1.713 -0.692
H -2.450 -1.064 -0.862
H -1.957 0.746 -0.927
Rb 3.773 2.028 3.106
O 0.993 0.000 1.394
C 1.150 0.718 0.391
O 0.626 0.264 -0.797
```

Results
- Calculated total energy: -7906.4838 eV
- Energy relative to the best compared isomer or geometry (same formula, charge and spin): 26.1 kcal/mol
- Molar mass: 156.52 g/mol
- F_max: 2.75 eV Å⁻¹

=====

Entry 4:
The following is a DFT calculation (ωB97M-V with the def2-TZVPD basis set) of C57H45N5O4Tl as an isolated structure.

The geometry in XYZ format:
```
112
Properties=species:S:1:pos:R:3
Tl -0.631 -0.259 -0.484
O -0.478 -0.185 1.686
C 0.204 -1.047 2.516
C 1.271 -1.838 1.728
C 2.280 -0.903 1.131
C 3.553 -0.774 1.673
C 4.403 0.186 1.160
C 3.954 1.001 0.134
C 2.672 0.815 -0.367
C 2.116 1.678 -1.460
C 0.966 2.607 -0.986
O -0.167 1.884 -0.691
C 0.607 3.636 -2.085
C -0.655 4.218 -2.018
C -1.040 5.193 -2.922
C -0.177 5.595 -3.931
C 1.087 5.029 -4.005
C 1.479 4.072 -3.077
C 1.390 3.482 0.203
C 0.460 3.756 1.197
C 0.765 4.638 2.223
C 2.006 5.254 2.276
C 2.944 4.981 1.290
C 2.631 4.110 0.259
N 1.874 -0.140 0.114
C -0.792 -1.983 3.219
C -0.722 -3.368 3.214
C -1.664 -4.132 3.900
C -2.683 -3.516 4.602
C -2.770 -2.126 4.602
C -1.839 -1.374 3.915
C 0.959 -0.269 3.607
C 1.497 -0.920 4.715
C 2.269 -0.231 5.635
C 2.514 1.125 5.461
C 1.974 1.779 4.364
C 1.200 1.085 3.444
H 0.749 -2.382 0.947
H 1.787 -2.564 2.359
H 3.846 -1.405 2.500
H 5.397 0.314 1.567
H 4.581 1.781 -0.277
H 1.675 1.056 -2.244
H 2.938 2.231 -1.912
H -1.335 3.891 -1.244
H -2.031 5.622 -2.846
H -0.483 6.345 -4.650
H 1.776 5.335 -4.782
H 2.480 3.670 -3.152
H -0.499 3.258 1.149
H 0.028 4.837 2.991
H 2.244 5.939 3.081
H 3.918 5.454 1.319
H 3.362 3.934 -0.521
H 0.062 -3.874 2.667
H -1.592 -5.212 3.881
H -3.413 -4.109 5.139
H -3.575 -1.633 5.132
H -1.908 -0.294 3.892
H 1.302 -1.977 4.863
H 2.676 -0.753 6.493
H 3.117 1.666 6.178
H 2.156 2.834 4.211
H 0.779 1.574 2.579
O -4.083 1.973 0.359
C -3.501 0.966 0.011
N -2.639 0.799 -1.042
C -2.782 1.575 -2.147
O -3.684 2.364 -2.383
C -1.776 1.318 -3.260
C -1.754 2.160 -4.366
C -0.856 1.889 -5.380
C -0.052 0.760 -5.284
C -0.169 -0.038 -4.159
N -0.995 0.253 -3.159
C -3.752 -0.336 0.752
C -4.915 -0.494 1.494
C -5.203 -1.750 1.998
C -4.319 -2.792 1.760
C -3.158 -2.522 1.053
N -2.882 -1.321 0.565
H -2.428 3.002 -4.392
H -0.785 2.546 -6.237
H 0.648 0.495 -6.066
H 0.405 -0.949 -4.040
H -5.566 0.357 1.627
H -6.112 -1.920 2.562
H -4.504 -3.791 2.127
H -2.425 -3.298 0.867
C -3.266 -4.433 -3.233
C -3.464 -3.138 -2.769
C -2.424 -2.399 -2.243
C -1.126 -2.923 -2.121
C -0.932 -4.215 -2.641
C -1.983 -4.947 -3.174
N -0.099 -2.119 -1.620
C 1.188 -2.686 -1.563
C 1.487 -3.872 -0.882
C 2.779 -4.367 -0.827
C 3.822 -3.692 -1.446
C 3.546 -2.518 -2.129
C 2.250 -2.032 -2.191
H -4.082 -5.012 -3.643
H -4.445 -2.681 -2.827
H -2.624 -1.386 -1.934
H 0.055 -4.653 -2.659
H -1.778 -5.941 -3.556
H 0.692 -4.399 -0.367
H 2.971 -5.283 -0.282
H 4.833 -4.074 -1.394
H 4.341 -1.968 -2.614
H 2.051 -1.107 -2.711
```

Results
- Net charge: -1
- Calculated total energy: -80176.8734 eV
- Molar mass: 1068.40 g/mol
- F_max: 0.60 eV Å⁻¹

=====

- Among the records above, which one has the highest F_max?
  C3H3O2Rb

=====

- Which value of molar mass does entry 4 give?
  1068.40 g/mol

=====

- The lowest molar mass belongs to which entry?
  CH5O3

=====

- F_max of number 1 (CH5O3)?
  2.38 eV Å⁻¹